1.
DFT (wB97M-V/def2-TZVPD) results for a cluster of 4 separate species, C30H63Cl2N3O12P3 in total at a distorted geometry.

```
! RIJCOSX wB97M-V def2-TZVPD def2/J DEFGRID3
* xyz 1 1
C -0.50172 -1.31105 3.21667
C 0.01526 -0.59255 4.20558
C 0.79926 0.50104 5.13055
C -0.27271 1.27849 6.07477
C -0.83136 0.37720 7.30203
N -0.18277 0.64837 8.63235
C -0.30766 -0.57984 9.53701
C 0.97997 -0.72277 10.53587
C 2.38143 -0.92269 9.71132
C 3.62265 -0.44634 10.61912
Cl 3.41948 -0.16135 12.44856
C 4.97501 -0.22416 10.12317
C 6.13386 0.28033 11.15481
Cl 5.40875 -0.49948 8.36827
N 2.21745 -0.17638 8.41746
C 1.26019 0.94767 8.51822
N 1.78195 2.19834 8.54636
H -0.74806 -1.83374 2.21409
H 1.38787 1.25316 4.47490
H 1.57616 -0.10267 5.72767
H 0.08702 2.32978 6.41351
H -1.19593 1.48513 5.38881
H -1.95558 0.67130 7.42399
H -0.77202 -0.72554 6.96116
H -1.21695 -0.38297 10.24378
H -0.48700 -1.55318 8.95101
H 0.98051 0.25861 11.16814
H 0.80421 -1.65702 11.20590
H 2.50988 -2.05007 9.44422
H 6.19896 -0.35971 12.10627
H 7.14138 0.28514 10.60256
H 5.89620 1.38947 11.42769
H 1.81047 -0.87543 7.75400
H 2.80460 2.27858 8.34003
H 1.24104 3.04216 8.79815
O -5.91945 -4.30722 -0.60019
P -5.56162 -4.30250 0.89263
O -4.11046 -3.52171 0.72037
C -4.11491 -2.15256 0.35614
C -4.62465 -1.27815 1.48404
O -4.97410 -5.85265 0.95148
C -5.37946 -6.82550 -0.00087
C -4.38485 -6.89654 -1.14423
O -5.24533 -4.29191 2.58571
C -6.33234 -3.89838 3.41700
C -7.59225 -4.69648 3.14498
H -4.70619 -2.00307 -0.55195
H -3.08157 -1.87865 0.12377
H -5.69865 -1.42703 1.63091
H -4.46028 -0.22011 1.26046
H -4.12774 -1.52258 2.42636
H -6.39436 -6.63371 -0.35629
H -5.40367 -7.79239 0.51251
H -4.22333 -5.91776 -1.60454
H -4.72668 -7.59271 -1.91472
H -3.40891 -7.23210 -0.78217
H -6.51902 -2.82874 3.28775
H -6.01975 -4.05521 4.45317
H -7.99144 -4.47430 2.14769
H -8.36895 -4.45040 3.87463
H -7.39377 -5.76934 3.18200
O -1.11785 1.68183 -3.45006
P -0.64819 0.28860 -3.89289
O 0.93071 0.71309 -4.15641
C 1.74784 1.01631 -3.03883
C 2.05757 -0.22295 -2.22337
O -1.17379 0.40698 -5.46218
C -2.22130 1.29760 -5.81812
C -1.65365 2.61637 -6.30864
O -0.18349 -1.30710 -4.34400
C -0.65669 -2.35186 -3.50040
C -2.15825 -2.30212 -3.29851
H 1.27431 1.78332 -2.41910
H 2.67953 1.43710 -3.42714
H 1.16212 -0.57281 -1.70020
H 2.82420 -0.01260 -1.47207
H 2.40317 -1.03843 -2.86342
H -2.92038 1.43854 -4.99070
H -2.78588 0.82733 -6.62997
H -0.96981 3.06125 -5.58017
H -2.45416 3.33092 -6.51791
H -1.07445 2.46673 -7.22436
H -0.13736 -2.30498 -2.53920
H -0.38527 -3.29866 -3.97533
H -2.44945 -1.41278 -2.72562
H -2.50118 -3.18028 -2.74363
H -2.68251 -2.25612 -4.25496
O 3.18616 5.05472 -9.72295
P 3.58525 4.17247 -8.53138
O 4.45286 5.33718 -7.73521
C 3.75471 6.42247 -7.14972
C 2.94954 5.98089 -5.94402
O 4.86014 3.41483 -9.27567
C 4.92723 3.31576 -10.69052
C 5.75787 4.44850 -11.26376
O 3.95691 3.13924 -7.20467
C 2.86866 2.38194 -6.68485
C 2.14778 1.58676 -7.75503
H 3.11296 6.90592 -7.89196
H 4.50415 7.15483 -6.83711
H 2.09801 5.36727 -6.25390
H 2.55921 6.84533 -5.39917
H 3.55771 5.37877 -5.26437
H 3.92926 3.27906 -11.13327
H 5.41129 2.36228 -10.92694
H 5.39071 5.42642 -10.94040
H 5.75552 4.41842 -12.35671
H 6.79275 4.37748 -10.91726
H 2.17439 3.05166 -6.17001
H 3.27936 1.69619 -5.93852
H 1.63166 2.25157 -8.45895
H 1.39555 0.93133 -7.30619
H 2.84834 0.98288 -8.33522
*
```

Calculated values
ΔE to the lowest compared entry with this formula, charge and spin   90.5 kcal per mole
E_HOMO   -10.491 eV

Here are the Mulliken charges for atoms 1 to 5, given in e:
1. C -0.38
2. C -0.33
3. C -0.05
4. C -0.79
5. C -0.49

***

2.
DFT (wB97M-V/def2-TZVPD) results for a cluster of 2 separate species, C3H8OSi in total at a distorted geometry.

```
! RIJCOSX wB97M-V def2-TZVPD def2/J DEFGRID3
* xyz 0 1
C -1.00359 0.40153 0.38044
C -0.23184 0.64941 -0.62907
C -2.36519 -0.26155 0.13942
O 1.75614 1.25277 -0.07039
Si 2.45017 -0.15971 -0.01134
H -0.83776 0.72634 1.37451
H 0.06163 0.33678 -1.61074
H -3.12822 -0.10791 0.94158
H -2.58949 0.07192 -0.83807
H -2.04240 -1.25184 0.24327
H 3.53052 -0.05519 1.00063
H 1.36177 -1.13622 0.34037
H 3.03824 -0.46634 -1.26060
*
```

Calculated values
ΔE to the lowest compared entry with this formula, charge and spin   100.5 kcal per mole
E_HOMO   -9.758 eV

Here are the natural (NBO) charges for atoms 1 to 5, given in e:
1. C -0.25
2. C 0.19
3. C -0.62
4. O -1.05
5. Si 1.26

***

3.
DFT (wB97M-V/def2-TZVPD) results for a structure of composition C5H11NO3 at a distorted geometry.

```
! RIJCOSX wB97M-V def2-TZVPD def2/J DEFGRID3
* xyz 0 1
C -0.27679 0.46115 -0.94998
C 0.46996 -0.19522 2.93758
C -1.54572 -0.37281 -1.08398
C 0.17745 1.11028 -2.23613
N 0.79761 -1.24902 0.61911
C 0.97687 -0.75341 -0.56972
O -0.26938 -0.47775 1.78296
O -0.30265 1.37484 0.06109
O 1.75938 -1.01579 -1.45614
H -0.56128 0.88472 0.89165
H 1.56433 -1.53267 1.21518
H 1.09513 -1.05013 3.23580
H 1.10395 0.69218 2.81692
H -0.24869 -0.02393 3.74537
H -1.80886 -0.83463 -0.13521
H -2.35728 0.29138 -1.39275
H -1.41813 -1.14383 -1.84193
H -0.59904 1.80994 -2.55541
H 1.10529 1.65767 -2.07014
H 0.33785 0.36704 -3.01429
*
```

Calculated values
ΔE to the lowest compared entry with this formula, charge and spin   104.5 kcal per mole
E_HOMO   -8.624 eV

Here are the natural (NBO) charges for atoms 1 to 5, given in e:
1. C 0.25
2. C -0.27
3. C -0.66
4. C -0.64
5. N -0.33

***

4.
DFT (wB97M-V/def2-TZVPD) results for an isolated molecule of C4H3ClO2S at a distorted geometry.

```
! RIJCOSX wB97M-V def2-TZVPD def2/J DEFGRID3
* xyz 0 1
C 0.87228 -1.06169 0.09592
C -0.45714 -1.08160 -0.03016
C 0.03319 1.41055 -0.45139
C 1.42955 0.26407 0.00402
O -1.56460 0.85572 1.40132
O -2.41348 0.33393 -0.88703
S -1.30168 0.40193 0.03793
Cl 2.99406 0.68309 -0.00274
H 1.30996 -2.05780 -0.01469
H -1.04977 -2.05785 -0.10651
H 0.14762 2.30965 -0.04667
*
```

Calculated values
ΔE to the lowest compared entry with this formula, charge and spin   128.5 kcal per mole
E_HOMO (spin up / spin down)   -8.803 / -10.046 eV

Here are the natural (NBO) charges for atoms 1 to 5, given in e:
1. C -0.26
2. C -0.46
3. C -0.36
4. C -0.08
5. O -0.90

***

5.
DFT (wB97M-V/def2-TZVPD) results for a cluster of 3 separate species, C35H71INO9PS in total at a distorted geometry.

```
! RIJCOSX wB97M-V def2-TZVPD def2/J DEFGRID3
* xyz 0 1
C -6.99130 1.93153 2.14805
C -5.94391 0.87664 1.53570
C -6.69266 -0.39001 0.87502
C -5.56946 -1.56035 0.70169
C -4.98975 -1.37595 -0.81158
C -3.43666 -1.77253 -0.78720
C -3.15326 -3.30016 -0.34393
C -2.17392 -3.39794 0.94527
C -0.74702 -2.71312 0.64850
C 0.42684 -3.82790 0.57111
C 1.80416 -3.20194 0.04280
N 1.64358 -2.39542 -1.23747
C 2.60367 -1.24203 -1.15360
P 1.94930 0.12794 0.03026
S 0.06154 0.53622 -0.21377
C 2.94353 -0.57120 -2.57304
C 4.56687 -0.61708 -2.75712
C 5.20909 0.86004 -2.57668
C 5.65558 1.17208 -1.07187
O 6.37242 0.95747 -3.46065
O 2.40082 -1.25919 -3.71250
C 1.32983 -0.53645 -4.34729
C -0.11240 -1.23070 -4.19414
C -1.32185 -0.31099 -4.70356
C -1.77245 0.81254 -3.61134
C -1.66266 2.31292 -4.17291
C -0.20960 2.88445 -3.76674
C -0.17897 4.48321 -3.52481
C 0.61978 4.71424 -2.12691
C -0.43194 4.45054 -0.93975
C 1.67489 -0.53419 -5.93739
C 2.83753 0.53361 -6.29426
O 3.81119 0.76786 -5.54271
I 2.84970 1.67018 -8.19017
H -6.57002 2.29436 3.14236
H -8.00110 1.39188 2.26410
H -7.10942 2.84241 1.45792
H -5.30971 0.46143 2.40252
H -5.24108 1.34558 0.76537
H -7.02306 -0.06972 -0.18434
H -7.58876 -0.73152 1.50008
H -4.74684 -1.43319 1.48160
H -6.02281 -2.60323 0.82607
H -5.61483 -1.95657 -1.57144
H -5.03264 -0.23848 -1.00091
H -2.92438 -1.58500 -1.78977
H -2.91378 -1.09530 -0.01627
H -4.12061 -3.89518 -0.15896
H -2.65704 -3.81069 -1.25472
H -1.94956 -4.49640 1.22536
H -2.63718 -2.91820 1.87971
H -0.49033 -1.86034 1.37734
H -0.78657 -2.23721 -0.39377
H 0.05184 -4.66621 -0.11854
H 0.59956 -4.23777 1.63685
H 2.25685 -2.59466 0.89614
H 2.56345 -4.04730 -0.17539
H 1.95905 -3.06494 -1.96686
H 3.53511 -1.66429 -0.60729
H 2.69594 1.34342 -0.08048
H 2.09880 -0.30074 1.41065
H 2.68231 0.53519 -2.49656
H 4.83204 -0.91675 -3.83912
H 5.06758 -1.38913 -2.08622
H 4.47896 1.68238 -2.91250
H 6.68626 0.71338 -0.84188
H 4.87046 0.86509 -0.28313
H 5.79692 2.30760 -0.92042
H 6.29427 1.75852 -4.01722
H 1.23838 0.56111 -4.05880
H -0.13297 -2.19427 -4.82920
H -0.32310 -1.56844 -3.11700
H -1.16991 0.15167 -5.73475
H -2.23920 -1.00607 -4.80320
H -2.87256 0.65871 -3.29374
H -1.14283 0.60751 -2.68355
H -2.52419 2.92514 -3.70694
H -1.85614 2.33151 -5.30753
H 0.05728 2.39380 -2.76579
H 0.56277 2.57853 -4.54806
H -1.21317 4.96255 -3.51531
H 0.51409 4.91004 -4.33889
H 1.42587 3.89266 -2.03032
H 1.15367 5.71877 -2.07639
H -0.93904 5.45674 -0.71619
H -1.28116 3.73297 -1.24494
H 0.11980 4.02456 -0.03366
H 1.91928 -1.58675 -6.32711
H 0.76659 -0.19002 -6.56210
C 6.77524 6.27576 3.24498
C 6.96542 5.25340 4.35014
O 5.80711 4.42242 4.49591
C 5.64821 3.48182 3.55368
O 6.38302 3.27341 2.61981
O 4.50587 2.82003 3.81540
C 4.16417 1.85446 2.82390
H 5.86600 6.85831 3.41430
H 7.62873 6.95507 3.19666
H 6.66666 5.79365 2.27121
H 7.09804 5.77341 5.30176
H 7.85773 4.64319 4.18803
H 4.98313 1.15265 2.65327
H 3.88752 2.35803 1.89465
H 3.30061 1.29417 3.18471
C -4.13376 -6.19199 7.65874
C -2.78011 -5.90351 7.03649
O -2.91232 -5.13180 5.83666
C -3.18960 -3.83111 6.01331
O -3.32617 -3.26646 7.07056
O -3.31583 -3.26481 4.79960
C -3.71581 -1.89551 4.84316
H -4.79638 -6.66758 6.93106
H -4.02829 -6.84794 8.52530
H -4.62633 -5.27317 7.98360
H -2.30781 -6.84632 6.75058
H -2.10848 -5.40596 7.74094
H -3.04681 -1.30573 5.47247
H -4.74565 -1.81960 5.19843
H -3.66979 -1.50178 3.82683
*
```

Calculated values
E_HOMO   -8.659 eV

Here are the Mulliken charges for atoms 1 to 5, given in e:
1. C -0.99
2. C 0.16
3. C -0.84
4. C 0.44
5. C -0.93

***

no.,total energy (hartree)
1,-4191.8813
2,-483.6825
3,-477.4590
4,-1162.8683
5,-3145.1107